No. 1
Density functional theory data (ωB97M-V/def2-TZVPD) for C28H33N4OReS2SbSe4Te as an isolated structure.

Values from the calculation:
E_tot ... -12369.1957 Ha
E_HOMO (alpha / beta) ... -13.3 / -13.2 eV
Spin multiplicity ... 2
Net charge ... +2
LUMO level (alpha / beta) ... -7.50 / -7.59 eV
Energy relative to the best compared isomer or geometry (same formula, charge and spin) ... 1.0 kcal/mol

The geometry in XYZ format:
```
75
Properties=species:S:1:pos:R:3:forces:R:3
Re -0.963 -2.573 -0.103 -0.101 0.037 -0.058
C -5.092 -3.510 3.787 0.017 0.001 0.013
S -4.253 -1.991 3.299 -0.023 -0.003 -0.021
C -3.039 -2.595 2.252 0.038 -0.004 0.023
S -1.918 -1.375 1.640 -0.070 -0.012 0.082
N -2.910 -3.848 1.972 0.039 0.054 -0.072
N -1.847 -4.077 1.121 -0.042 -0.044 0.070
C -1.496 -5.298 0.962 0.027 0.043 -0.031
C -0.377 -5.529 0.074 -0.031 0.029 0.005
C 0.230 -6.764 -0.035 0.039 0.007 -0.035
C 1.383 -6.877 -0.801 -0.031 0.005 0.025
C 1.885 -5.742 -1.409 0.015 0.007 -0.015
C 1.211 -4.540 -1.273 -0.026 0.028 -0.001
N 0.079 -4.427 -0.571 0.135 -0.096 -0.029
H -5.884 -3.198 4.463 -0.001 0.000 -0.001
H -5.516 -4.002 2.917 0.001 0.005 -0.003
H -4.400 -4.170 4.303 -0.004 -0.002 0.001
H -2.000 -6.093 1.497 -0.005 0.010 0.021
H -0.183 -7.612 0.493 -0.005 0.002 0.005
H 1.885 -7.830 -0.902 -0.004 -0.003 -0.006
H 2.787 -5.774 -2.004 0.000 0.001 -0.001
H 1.575 -3.648 -1.757 0.012 0.007 -0.007
Se -2.815 -2.817 -5.371 -0.010 0.013 -0.020
Sb -2.514 -1.537 -3.274 0.049 -0.070 -0.032
Se -3.010 -3.035 -1.254 -0.097 0.038 0.008
Se -0.160 -1.814 -2.430 0.006 -0.016 -0.046
Se -3.529 0.582 -3.227 -0.006 -0.021 0.010
C 2.075 -0.604 1.810 -0.037 0.029 0.025
C 1.030 -1.282 1.005 0.040 0.017 0.002
O 0.856 -2.546 1.076 0.044 -0.011 0.038
N 0.149 -0.750 0.174 -0.018 -0.079 0.076
Te -0.443 1.013 -0.623 0.016 0.071 0.045
C 1.028 1.814 -1.914 -0.006 -0.065 -0.007
C 2.266 1.279 -2.263 -0.011 0.011 -0.021
C 2.881 0.039 -1.676 0.019 0.003 0.032
C 3.016 1.974 -3.207 -0.003 0.005 -0.002
C 2.575 3.152 -3.793 -0.004 -0.007 -0.007
C 3.403 3.869 -4.819 0.007 0.008 0.000
C 1.325 3.641 -3.425 -0.006 -0.003 0.000
C 0.527 2.990 -2.498 -0.004 -0.024 -0.059
C -0.830 3.559 -2.166 0.001 0.023 0.026
C -0.315 2.260 1.063 0.062 -0.008 -0.037
C -1.557 2.549 1.654 -0.030 0.022 0.012
C -2.892 2.125 1.089 -0.004 0.015 -0.012
C -1.565 3.358 2.784 0.000 -0.023 -0.006
C -0.401 3.889 3.321 0.010 -0.007 -0.007
C -0.432 4.758 4.542 -0.002 0.003 0.005
C 0.806 3.613 2.682 -0.005 -0.009 -0.001
C 0.882 2.819 1.549 -0.027 0.015 -0.004
C 2.224 2.667 0.887 0.005 -0.005 -0.005
H 2.488 -1.317 2.519 -0.009 -0.008 0.004
H 1.647 0.246 2.343 0.007 0.000 -0.010
H 2.874 -0.242 1.165 0.017 -0.022 0.012
H 2.161 -0.592 -1.165 -0.011 0.003 -0.011
H 3.674 0.310 -0.974 0.007 -0.007 -0.001
H 3.344 -0.558 -2.461 -0.001 0.012 -0.012
H 3.982 1.572 -3.492 0.005 0.002 0.006
H 4.415 3.473 -4.862 0.000 -0.001 0.000
H 3.458 4.934 -4.598 -0.001 0.000 -0.002
H 2.955 3.763 -5.808 -0.003 0.000 0.000
H 0.953 4.549 -3.884 0.002 0.006 0.007
H -1.051 4.404 -2.815 0.007 0.012 0.013
H -0.879 3.923 -1.136 -0.017 0.009 0.024
H -1.638 2.834 -2.329 0.026 0.006 -0.008
H -2.912 1.118 0.675 0.003 -0.014 0.014
H -3.199 2.812 0.296 -0.006 -0.019 -0.011
H -3.655 2.166 1.864 0.000 0.016 0.003
H -2.516 3.586 3.252 -0.001 0.001 0.001
H -1.437 4.841 4.949 -0.001 -0.001 0.001
H -0.076 5.762 4.304 0.003 0.000 -0.001
H 0.223 4.358 5.316 0.001 0.000 0.001
H 1.720 4.043 3.075 0.001 0.002 0.002
H 3.020 2.812 1.616 0.001 0.004 -0.006
H 2.349 3.415 0.102 0.000 0.002 0.003
H 2.364 1.695 0.425 -0.005 -0.001 -0.010
```
Positions in Å, forces in eV/Å.

No. 2
Density functional theory data (ωB97M-V/def2-TZVPD) for one molecule with the formula C2H5N3 in a non-equilibrium geometry.

Values from the calculation:
E_tot ... -243.3671 Ha
E_HOMO ... -9.3 eV
Structure (SMILES) ... C[C@@H]1N=NN1
LUMO level ... 0.94 eV
Energy relative to the best compared isomer or geometry (same formula, charge and spin) ... 59.6 kcal/mol

The geometry in XYZ format:
```
10
Properties=species:S:1:pos:R:3:forces:R:3
C 0.774 0.903 -0.042 0.000 0.481 -0.322
C -0.119 -0.208 -0.507 -2.621 1.351 -0.056
N -1.749 -0.096 -0.399 1.607 1.256 -1.180
N -1.740 -0.999 0.454 1.305 -0.346 0.649
N -0.370 -1.208 0.460 -0.380 -2.440 1.291
H 0.880 1.667 -0.816 0.010 -0.046 0.112
H 1.777 0.516 0.178 -0.146 -0.092 -0.122
H 0.406 1.380 0.872 -0.115 -0.165 -0.161
H 0.015 -0.564 -1.526 0.499 -0.163 0.041
H 0.127 -1.391 1.327 -0.158 0.164 -0.253
```
Positions in Å, forces in eV/Å.

No. 3
Density functional theory data (ωB97M-V/def2-TZVPD) for C5H12N2O as an isolated structure in a non-equilibrium geometry.

Values from the calculation:
E_tot ... -382.2857 Ha
E_HOMO ... -8.1 eV
LUMO level ... 0.37 eV
Energy relative to the best compared isomer or geometry (same formula, charge and spin) ... 136.0 kcal/mol

The geometry in XYZ format:
```
20
Properties=species:S:1:pos:R:3:forces:R:3
C 2.042 -0.094 -0.197 1.366 -0.267 0.785
O 2.893 0.377 0.870 0.165 -0.984 -2.348
C 0.625 0.278 0.174 -1.284 1.874 2.989
C -0.491 -0.813 0.287 0.337 2.948 -2.498
C -1.459 -0.299 -0.838 -3.673 -1.635 1.177
C -2.654 0.379 -0.519 3.843 -1.059 0.197
N -1.273 -0.954 -2.010 1.582 -0.421 -0.949
N 0.949 1.056 1.931 -0.587 1.236 0.477
H 2.217 0.288 -1.241 0.267 0.259 1.014
H 2.185 -1.188 -0.298 -0.418 0.206 0.139
H 0.244 1.258 -0.296 0.615 -1.691 0.957
H -0.057 -1.796 0.103 -0.313 0.017 0.117
H -1.111 -0.728 1.141 0.151 -0.137 1.210
H -3.348 0.795 -1.261 0.284 -0.303 0.669
H -2.613 0.517 0.567 -1.026 0.856 -0.561
H -0.591 -1.715 -2.077 -0.585 0.817 -0.055
H -1.898 -0.824 -2.775 -0.202 -0.018 -0.239
H 2.093 0.539 1.613 1.265 0.230 -0.562
H 0.945 0.879 2.988 -0.887 -0.421 -2.309
H 1.301 2.046 1.836 -0.900 -1.507 -0.210
```
Positions in Å, forces in eV/Å.

> What is the formula in the second record?

C2H5N3

> Look up the energy relative to the best compared isomer or geometry (same formula, charge and spin) of the first one.

1.0 kcal/mol